Density functional theory data (ωB97M-V/def2-TZVPD) for a cluster of 18 separate species, C60H168N12O24 in total at a distorted geometry.

Properties
LUMO in eV: 0.05
HOMO-LUMO gap in eV: 8.8
Highest occupied orbital energy in eV: -8.8

Last column: Löwdin charge in e.
Positions of all 264 atoms, in Å:
C1 -3.642 -1.338 -6.200  -0.227
C2 -2.641 -1.560 -5.099  -0.238
O1 -2.868 -2.824 -4.457  -0.085
O2 -3.321 -2.017 -7.429  -0.054
H1 -3.733 -0.268 -6.388  0.106
H2 -4.565 -1.798 -5.848  0.123
H3 -2.775 -0.812 -4.317  0.117
H4 -1.589 -1.485 -5.375  0.106
H5 -2.610 -3.498 -5.090  0.051
H6 -2.584 -1.541 -7.817  0.075
C3 1.303 6.890 4.791  -0.181
C4 0.687 6.183 3.581  -0.257
O3 -0.453 5.425 3.892  -0.065
O4 1.587 5.854 5.755  -0.087
H7 0.553 7.567 5.200  0.123
H8 2.225 7.431 4.578  0.122
H9 1.379 5.513 3.070  0.097
H10 0.520 6.956 2.831  0.115
H11 -0.264 5.131 4.786  0.044
H12 2.047 6.306 6.466  0.092
C5 -0.359 -3.752 1.725  -0.233
C6 -1.690 -4.468 1.695  -0.221
O5 -2.383 -4.603 2.943  -0.073
O6 0.626 -4.520 2.380  -0.068
H13 -0.485 -2.861 2.339  0.108
H14 0.056 -3.495 0.750  0.102
H15 -1.408 -5.510 1.544  0.106
H16 -2.337 -4.139 0.882  0.119
H17 -3.290 -4.871 2.778  0.077
H18 0.307 -4.835 3.229  0.089
C7 -5.036 -5.816 -4.005  -0.243
C8 -6.181 -6.838 -4.351  -0.250
O7 -6.374 -7.787 -3.355  -0.064
O8 -5.161 -4.641 -4.729  -0.070
H19 -4.059 -6.297 -3.943  0.101
H20 -5.169 -5.412 -3.002  0.114
H21 -6.130 -7.213 -5.373  0.113
H22 -7.134 -6.311 -4.397  0.110
H23 -7.123 -8.352 -3.560  0.089
H24 -4.674 -3.871 -4.427  0.053
C9 -0.837 -5.727 -5.184  -0.290
C10 -0.708 -7.280 -5.151  -0.234
O9 -0.372 -7.967 -6.322  -0.044
O10 -1.952 -5.430 -5.823  -0.049
H25 -0.001 -5.184 -5.625  0.108
H26 -1.074 -5.417 -4.166  0.129
H27 -1.746 -7.565 -4.981  0.117
H28 -0.054 -7.624 -4.349  0.099
H29 -0.857 -7.588 -7.059  0.080
H30 -2.073 -5.964 -6.612  0.107
C11 -4.556 2.220 3.541  -0.247
C12 -5.859 3.017 3.455  -0.205
O11 -5.981 3.661 2.156  -0.069
O12 -3.488 3.157 3.670  -0.062
H31 -4.618 1.462 2.761  0.098
H32 -4.669 1.658 4.468  0.118
H33 -5.815 3.783 4.230  0.101
H34 -6.763 2.448 3.671  0.122
H35 -5.057 3.822 1.951  0.062
H36 -2.796 2.577 3.995  0.082
C13 -2.228 -8.591 -0.099  -0.044
C14 -1.195 -9.320 -0.968  -0.422
C15 -0.015 -8.521 -1.421  -0.256
O13 0.691 -7.927 -0.386  -0.186
C16 1.387 -6.712 -0.677  -0.071
N1 -0.744 -10.496 -0.246  0.042
H37 -1.872 -7.835 0.600  0.063
H38 -2.976 -9.209 0.398  0.078
H39 -2.898 -8.089 -0.798  0.067
H40 -1.620 -9.578 -1.938  0.135
H41 -0.267 -7.728 -2.125  0.096
H42 0.749 -8.999 -2.034  0.129
H43 2.017 -6.268 0.094  0.070
H44 0.602 -6.019 -0.980  0.085
H45 2.031 -6.823 -1.549  0.067
H46 0.129 -10.759 -0.681  0.065
H47 -0.436 -10.209 0.672  0.073
C17 3.672 -1.184 2.888  -0.082
C18 4.429 -0.020 2.423  -0.471
C19 4.436 1.045 3.454  -0.244
O14 5.125 2.100 2.870  -0.173
C20 5.115 3.328 3.660  -0.042
N2 5.765 -0.564 2.203  0.062
H48 4.228 -1.692 3.676  0.085
H49 3.387 -2.027 2.258  0.061
H50 2.742 -0.964 3.411  0.083
H51 3.956 0.417 1.544  0.137
H52 5.069 0.666 4.256  0.131
H53 3.376 1.161 3.681  0.117
H54 5.945 3.181 4.351  0.092
H55 4.129 3.715 3.916  0.078
H56 5.516 4.113 3.018  0.064
H57 6.150 -0.664 3.132  0.070
H58 6.386 0.124 1.801  0.072
C21 -4.966 6.730 6.012  -0.058
C22 -3.456 6.478 5.805  -0.398
C23 -2.756 5.293 6.459  -0.168
O15 -1.329 5.243 6.523  -0.192
C24 -0.855 4.277 7.375  -0.156
N3 -3.363 6.276 4.377  0.031
H59 -5.653 6.096 5.452  0.067
H60 -5.171 7.747 5.678  0.075
H61 -5.145 6.769 7.087  0.069
H62 -2.977 7.408 6.109  0.141
H63 -2.966 4.363 5.930  0.114
H64 -3.215 5.183 7.441  0.120
H65 -1.078 3.264 7.040  0.096
H66 -1.131 4.427 8.418  0.097
H67 0.230 4.346 7.463  0.062
H68 -2.398 6.309 4.082  0.042
H69 -3.630 5.356 4.055  0.042
C25 -1.977 4.969 -0.558  -0.053
C26 -0.451 4.984 -0.658  -0.411
C27 -0.003 5.615 -2.002  -0.191
O16 -0.183 4.752 -3.105  -0.190
C28 0.760 3.611 -3.112  -0.039
N4 0.241 5.524 0.523  0.071
H70 -2.218 4.406 0.344  0.072
H71 -2.539 4.566 -1.401  0.058
H72 -2.220 6.030 -0.508  0.078
H73 -0.270 3.910 -0.629  0.088
H74 1.041 5.928 -2.043  0.110
H75 -0.639 6.485 -2.169  0.125
H76 0.803 3.382 -4.177  0.070
H77 0.343 2.760 -2.573  0.055
H78 1.695 3.840 -2.600  0.080
H79 0.009 6.507 0.548  0.080
H80 0.138 5.167 1.462  0.045
C29 -5.753 -0.396 0.841  -0.037
C30 -5.268 -1.758 1.255  -0.495
C31 -4.355 -1.808 2.474  -0.179
O17 -3.093 -1.170 2.275  -0.199
C32 -2.435 -0.854 3.454  -0.149
N5 -6.377 -2.583 1.549  0.034
H81 -6.185 -0.023 1.769  0.086
H82 -6.438 -0.360 -0.006  0.086
H83 -4.829 0.069 0.496  0.075
H84 -4.697 -2.263 0.476  0.135
H85 -4.171 -2.819 2.838  0.110
H86 -4.860 -1.248 3.260  0.124
H87 -2.298 -1.790 3.995  0.085
H88 -2.869 -0.198 4.208  0.079
H89 -1.431 -0.518 3.194  0.076
H90 -6.891 -2.487 0.685  0.075
H91 -6.281 -3.589 1.537  0.079
C33 4.760 2.189 7.788  -0.042
C34 3.417 2.991 8.035  -0.417
C35 2.280 1.984 7.682  -0.233
O18 2.097 1.659 6.363  -0.185
C36 1.579 2.657 5.432  -0.059
N6 3.321 3.518 9.362  0.039
H92 4.753 1.393 8.532  0.078
H93 5.636 2.835 7.721  0.068
H94 4.827 1.654 6.841  0.056
H95 3.386 3.783 7.287  0.112
H96 1.300 2.371 7.962  0.103
H97 2.379 1.013 8.167  0.132
H98 1.412 2.178 4.467  0.088
H99 2.310 3.457 5.314  0.052
H100 0.713 3.215 5.786  0.045
H101 2.529 4.130 9.492  0.067
H102 4.121 4.092 9.587  0.073
C37 -0.522 3.092 -7.252  -0.057
C38 -0.512 1.571 -7.155  -0.456
C39 0.853 0.978 -6.731  -0.190
O19 0.868 -0.434 -6.916  -0.187
C40 1.998 -1.139 -6.316  -0.080
N7 -1.567 1.201 -6.310  0.061
H103 -1.451 3.597 -7.517  0.083
H104 0.178 3.560 -7.944  0.076
H105 -0.307 3.626 -6.326  0.063
H106 -0.711 1.121 -8.128  0.139
H107 1.110 1.266 -5.712  0.124
H108 1.403 1.421 -7.561  0.122
H109 2.936 -0.585 -6.265  0.082
H110 2.326 -2.080 -6.757  0.078
H111 1.789 -1.385 -5.275  0.065
H112 -1.492 0.223 -6.071  0.029
H113 -1.572 1.769 -5.475  0.087
C41 6.884 -6.461 -5.391  -0.062
C42 6.225 -6.022 -4.101  -0.432
C43 4.731 -6.475 -4.062  -0.170
O20 3.862 -5.684 -4.862  -0.235
C44 2.511 -5.894 -5.060  -0.114
N8 6.901 -6.443 -2.892  0.029
H114 6.819 -5.726 -6.193  0.075
H115 6.455 -7.289 -5.956  0.075
H116 7.948 -6.680 -5.302  0.073
H117 6.298 -4.938 -4.012  0.126
H118 4.366 -6.425 -3.036  0.101
H119 4.698 -7.525 -4.353  0.125
H120 2.421 -6.777 -5.694  0.103
H121 2.296 -4.922 -5.505  0.090
H122 2.133 -5.936 -4.039  0.081
H123 6.381 -6.213 -2.057  0.066
H124 7.845 -6.095 -2.984  0.074
C45 1.011 1.547 -0.144  -0.043
C46 -0.476 1.054 -0.007  -0.339
C47 -0.651 -0.402 -0.445  -0.203
O21 -0.151 -0.692 -1.731  -0.178
C48 -0.272 -2.048 -2.072  -0.120
N9 -1.052 1.279 1.412  0.078
H125 1.703 0.873 0.361  0.065
H126 1.068 2.516 0.352  0.057
H127 1.346 1.631 -1.178  0.062
H128 -0.944 1.740 -0.714  0.106
H129 -1.701 -0.695 -0.448  0.120
H130 -0.192 -1.077 0.278  0.114
H131 0.136 -2.266 -3.059  0.086
H132 -1.200 -2.583 -1.869  0.085
H133 0.311 -2.599 -1.334  0.056
H134 -1.971 0.914 1.619  0.031
H135 -1.162 2.282 1.399  0.041
C49 -6.858 5.147 -0.702  -0.069
C50 -5.789 4.610 -1.669  -0.436
C51 -6.406 3.726 -2.838  -0.172
O22 -5.410 3.083 -3.610  -0.192
C52 -4.619 2.088 -2.842  -0.076
N10 -5.044 5.755 -2.110  0.029
H136 -7.550 4.392 -0.329  0.074
H137 -7.443 5.862 -1.280  0.079
H138 -6.384 5.625 0.156  0.069
H139 -5.038 4.110 -1.057  0.106
H140 -6.897 4.341 -3.593  0.126
H141 -7.082 2.929 -2.528  0.117
H142 -4.969 1.693 -1.889  0.067
H143 -3.616 2.455 -2.621  0.072
H144 -4.650 1.124 -3.349  0.071
H145 -4.836 6.338 -1.312  0.067
H146 -4.191 5.471 -2.571  0.060
C53 7.294 7.203 1.472  -0.066
C54 6.738 6.114 0.504  -0.427
C55 5.219 6.150 0.591  -0.202
O23 4.556 4.945 0.118  -0.170
C56 3.169 5.092 0.104  -0.147
N11 7.374 6.352 -0.804  0.037
H147 7.088 8.233 1.178  0.074
H148 8.380 7.118 1.470  0.072
H149 6.816 7.235 2.452  0.065
H150 6.934 5.089 0.818  0.130
H151 4.877 7.060 0.098  0.126
H152 4.969 6.346 1.633  0.108
H153 2.823 4.309 -0.571  0.072
H154 2.859 6.017 -0.383  0.074
H155 2.665 5.026 1.068  0.061
H156 6.883 5.708 -1.407  0.065
H157 8.276 5.898 -0.789  0.067
C57 3.834 -1.710 -0.921  -0.059
C58 4.024 -3.174 -1.304  -0.382
C59 3.957 -4.114 -0.054  -0.228
O24 5.037 -4.076 0.833  -0.163
C60 4.749 -4.553 2.179  -0.069
N12 3.136 -3.435 -2.459  0.075
H158 4.427 -1.306 -0.101  0.064
H159 2.776 -1.517 -0.744  0.066
H160 3.983 -1.020 -1.751  0.077
H161 5.051 -3.273 -1.656  0.127
H162 3.858 -5.117 -0.470  0.093
H163 2.957 -4.002 0.365  0.109
H164 5.665 -4.747 2.738  0.089
H165 4.172 -5.476 2.125  0.078
H166 4.068 -3.941 2.770  0.059
H167 2.746 -2.558 -2.770  0.045
H168 3.500 -3.952 -3.247  0.045



Density functional theory data (ωB97M-V/def2-TZVPD) for a structure of composition C60H36CdF15GeN9O2S.

Properties
LUMO in eV: -0.34
HOMO-LUMO gap in eV: 7.3
Highest occupied orbital energy in eV: -7.6

Last column: Löwdin charge in e.
Positions of all 125 atoms, in Å:
Cd1 0.454 -0.561 -0.705  1.390
C1 2.784 -1.147 3.176  -0.032
C2 2.786 -2.517 3.367  -0.039
C3 2.189 -3.338 2.423  -0.001
C4 1.589 -2.763 1.312  -0.199
N1 1.569 -1.437 1.149  0.049
C5 2.160 -0.653 2.043  -0.125
C6 0.966 -3.581 0.222  -0.213
C7 0.877 -4.967 0.270  0.008
C8 0.301 -5.626 -0.800  -0.036
C9 -0.183 -4.904 -1.877  0.004
C10 -0.083 -3.522 -1.838  -0.249
N2 0.494 -2.906 -0.816  0.047
C11 -0.651 -2.635 -2.901  -0.220
C12 -1.266 -3.143 -4.037  0.006
C13 -1.795 -2.265 -4.969  -0.048
C14 -1.700 -0.902 -4.746  -0.043
C15 -1.069 -0.477 -3.589  -0.115
N3 -0.558 -1.319 -2.699  0.041
H1 3.232 -0.458 3.876  0.100
H2 3.254 -2.951 4.241  0.112
H3 2.198 -4.409 2.560  0.104
H4 2.130 0.412 1.848  0.096
H5 1.232 -5.526 1.122  0.108
H6 0.207 -6.704 -0.783  0.118
H7 -0.650 -5.415 -2.705  0.109
H8 -1.345 -4.207 -4.198  0.110
H9 -2.282 -2.648 -5.857  0.117
H10 -2.105 -0.184 -5.445  0.114
H11 -0.968 0.578 -3.361  0.112
C16 1.748 3.802 0.067  -0.029
C17 1.040 2.507 -0.181  -0.292
N4 1.623 1.441 -0.583  -0.059
N5 2.956 1.412 -0.802  0.042
C18 3.307 0.263 -1.394  -0.488
O1 2.539 -0.663 -1.761  -0.133
C19 4.778 0.097 -1.624  -0.151
C20 5.697 1.061 -1.221  -0.037
C21 7.052 0.865 -1.437  -0.088
C22 7.499 -0.294 -2.059  -0.098
C23 6.585 -1.257 -2.464  -0.087
C24 5.230 -1.061 -2.247  -0.030
C25 -0.430 2.402 0.018  -0.242
C26 -1.170 3.489 0.469  -0.018
C27 -2.543 3.365 0.616  -0.049
C28 -3.147 2.159 0.312  -0.044
C29 -2.342 1.114 -0.114  -0.165
N6 -1.028 1.233 -0.260  0.028
H12 2.801 3.678 -0.170  0.062
H13 1.652 4.103 1.113  0.084
H14 1.333 4.602 -0.551  0.085
H15 5.334 1.957 -0.737  0.100
H16 7.763 1.617 -1.120  0.098
H17 8.557 -0.445 -2.228  0.098
H18 6.931 -2.161 -2.949  0.099
H19 4.501 -1.799 -2.554  0.108
H20 -0.672 4.420 0.697  0.104
H21 -3.129 4.207 0.963  0.110
H22 -4.214 2.012 0.404  0.106
H23 -2.753 0.132 -0.319  0.012
F1 -6.802 -4.609 -1.277  0.098
C30 -5.872 -5.488 -0.866  -0.229
C31 -4.652 -5.026 -0.407  -0.120
C32 -3.740 -5.990 -0.019  -0.223
F2 -2.533 -5.654 0.451  0.070
C33 -4.017 -7.346 -0.093  -0.140
F3 -3.104 -8.249 0.280  0.114
C34 -5.249 -7.766 -0.558  -0.133
F4 -5.530 -9.066 -0.629  0.131
C35 -6.190 -6.830 -0.952  -0.139
F5 -7.375 -7.235 -1.412  0.124
Ge1 -4.332 -3.065 -0.321  0.593
S1 -2.421 -2.366 0.203  0.276
C36 -5.807 -2.538 0.917  -0.114
C37 -5.606 -2.760 2.268  -0.232
F6 -4.482 -3.361 2.689  0.070
C38 -6.522 -2.394 3.238  -0.142
F7 -6.283 -2.621 4.534  0.115
C39 -7.705 -1.789 2.852  -0.134
F8 -8.604 -1.430 3.768  0.129
C40 -7.951 -1.564 1.510  -0.139
F9 -9.097 -0.987 1.137  0.122
C41 -7.007 -1.942 0.570  -0.217
F10 -7.322 -1.715 -0.713  0.097
C42 -4.793 -2.331 -2.114  -0.130
C43 -4.774 -3.035 -3.300  -0.220
F11 -4.530 -4.358 -3.311  0.092
C44 -4.968 -2.431 -4.531  -0.161
F12 -4.913 -3.145 -5.663  0.112
C45 -5.170 -1.067 -4.594  -0.146
F13 -5.316 -0.464 -5.776  0.125
C46 -5.185 -0.322 -3.428  -0.140
F14 -5.369 1.000 -3.484  0.122
C47 -4.997 -0.966 -2.221  -0.238
F15 -5.037 -0.207 -1.113  0.077
C48 0.140 4.241 11.566  -0.050
C49 0.728 3.835 10.242  -0.277
C50 0.910 2.497 9.911  -0.037
C51 1.475 2.130 8.697  -0.033
C52 1.838 3.102 7.775  -0.267
N7 2.406 2.734 6.526  0.124
C53 1.783 2.071 5.492  -0.520
O2 2.366 1.868 4.440  0.045
N8 0.496 1.677 5.749  0.149
C54 -0.323 0.920 4.888  -0.202
C55 -1.312 0.117 5.441  -0.014
C56 -2.121 -0.624 4.600  -0.050
C57 -1.909 -0.552 3.230  -0.150
N9 -0.972 0.229 2.694  0.087
C58 -0.209 0.958 3.502  -0.092
C59 1.656 4.444 8.092  -0.012
C60 1.119 4.801 9.317  -0.039
H24 -0.198 3.374 12.132  0.074
H25 -0.709 4.911 11.427  0.082
H26 0.880 4.770 12.169  0.084
H27 0.625 1.730 10.620  0.112
H28 1.651 1.087 8.463  0.121
H29 3.274 3.160 6.243  0.151
H30 0.133 1.853 6.672  0.122
H31 -1.436 0.069 6.517  0.114
H32 -2.896 -1.266 4.998  0.104
H33 -2.491 -1.143 2.530  0.022
H34 0.531 1.597 3.041  0.096
H35 1.934 5.202 7.370  0.117
H36 0.986 5.849 9.555  0.117